Arrangement a

Entry from the OMol25 dataset: an isolated molecule of C4H7ClFN (ωB97M-V with the def2-TZVPD basis set).

Output
Lowest unoccupied orbital energy   0.905 eV
Gap between HOMO and LUMO   10.19 eV
Total charge   0
SMILES   N[C@H](/C=C\Cl)CF
E_HOMO   -0.34103 Ha

```
14
C4H7ClFN | the OMol25 dataset | ωB97M-V with the def2-TZVPD basis set
N -1.268 -0.479 0.870
C -0.217 -0.665 -0.134
C 1.131 -0.405 0.403
C 1.488 0.682 1.130
Cl 0.483 1.766 1.941
C -0.490 0.111 -1.427
F -0.791 1.419 -1.126
H -2.121 -0.834 0.451
H -1.409 0.496 1.091
H -0.301 -1.731 -0.373
H 1.986 -1.006 0.044
H 2.544 0.874 1.215
H -1.390 -0.328 -1.948
H 0.355 0.100 -2.137
```

Arrangement b

Entry from the OMol25 dataset: an isolated molecule of C4H7ClFN (ωB97M-V with the def2-TZVPD basis set).

Output
Lowest unoccupied orbital energy   0.787 eV
Gap between HOMO and LUMO   9.97 eV
Total charge   0
SMILES   CN[C@@H]1[C@H](F)[C@H]1Cl
E_HOMO   -0.33739 Ha

```
14
C4H7ClFN | the OMol25 dataset | ωB97M-V with the def2-TZVPD basis set
C 2.185 -1.010 0.634
N 1.582 -0.842 -0.742
C 0.293 -0.222 -0.663
C 0.048 1.061 -0.375
F 1.070 1.784 0.163
C -0.602 0.115 0.594
Cl -2.321 -0.379 0.090
H 3.035 -1.577 0.733
H 2.792 -0.022 0.859
H 1.365 -1.150 1.507
H 1.260 -1.803 -1.230
H -0.418 -0.637 -1.442
H -0.350 1.769 -0.996
H -0.485 0.039 1.625
```

It is arrangement b that is the least stable of them.

Arrangement a

Entry from the OMol25 dataset: a structure of composition C9H8F5O2ReS3Te (ωB97M-V with the def2-TZVPD basis set).

Output
Lowest unoccupied orbital energy (spin up / spin down)   -4.898 / -5.648 eV
Spin multiplicity   2
Gap between HOMO and LUMO (spin up / spin down)   7.18 / 6.61 eV
Total charge   +1
E_HOMO (spin up / spin down)   -0.44380 / -0.45053 Ha

```
29
C9H8F5O2ReS3Te | the OMol25 dataset | ωB97M-V with the def2-TZVPD basis set
Re -2.226 0.062 0.695
S -3.920 -3.357 3.012
C -3.299 -2.137 2.218
S -2.079 -0.922 2.711
S -3.617 -1.620 0.502
F -1.728 3.452 -0.457
Te -3.396 2.680 -0.626
F -4.199 4.100 0.179
F -2.503 1.148 -1.387
F -4.996 1.835 -0.928
F -3.520 3.412 -2.290
O -3.110 1.720 0.981
C 0.306 -2.420 0.165
C 0.593 -0.968 0.023
O -0.359 -0.136 0.135
C 1.910 -0.448 -0.234
C 2.102 0.935 -0.391
C 3.367 1.430 -0.624
C 4.447 0.555 -0.699
C 4.271 -0.815 -0.543
C 3.007 -1.320 -0.315
H -0.765 -2.603 0.175
H 0.734 -2.775 1.106
H 0.767 -2.984 -0.644
H 1.257 1.606 -0.334
H 3.519 2.492 -0.749
H 5.439 0.947 -0.882
H 5.118 -1.483 -0.602
H 2.877 -2.386 -0.193
```

Arrangement b

Entry from the OMol25 dataset: a structure of composition C9H8F5O2ReS3Te (ωB97M-V with the def2-TZVPD basis set).

Output
Lowest unoccupied orbital energy (spin up / spin down)   -5.249 / -5.438 eV
Spin multiplicity   2
Gap between HOMO and LUMO (spin up / spin down)   6.77 / 6.67 eV
Total charge   +1
E_HOMO (spin up / spin down)   -0.44170 / -0.44485 Ha

```
29
C9H8F5O2ReS3Te | the OMol25 dataset | ωB97M-V with the def2-TZVPD basis set
Re 0.369 0.993 0.454
S 1.379 -2.361 3.229
C 0.983 -1.165 2.271
S 2.048 -0.253 1.113
S -0.591 -0.376 1.976
F 2.924 3.438 1.094
Te 1.318 3.996 0.395
F 1.122 5.275 1.673
F 1.455 2.570 -0.904
F -0.229 4.521 -0.455
F 2.233 5.092 -0.733
O 0.359 2.666 1.351
C -2.839 0.494 -0.829
C -1.665 -0.087 -1.533
O -0.492 0.244 -1.164
C -1.792 -0.991 -2.639
C -0.638 -1.517 -3.246
C -0.759 -2.397 -4.299
C -2.024 -2.757 -4.757
C -3.173 -2.241 -4.166
C -3.063 -1.361 -3.111
H -2.528 1.112 0.011
H -3.493 -0.301 -0.469
H -3.416 1.107 -1.525
H 0.338 -1.228 -2.884
H 0.124 -2.806 -4.770
H -2.115 -3.448 -5.584
H -4.148 -2.529 -4.533
H -3.958 -0.961 -2.656
```

It is arrangement b that is the least stable of them.

Arrangement a

Entry from the OMol25 dataset: a structure of composition C3H6N2O2 (ωB97M-V with the def2-TZVPD basis set).

Output
Lowest unoccupied orbital energy   0.857 eV
Gap between HOMO and LUMO   10.12 eV
Total charge   0
E_HOMO   -0.34026 Ha

```
13
C3H6N2O2 | the OMol25 dataset | ωB97M-V with the def2-TZVPD basis set
N 0.761 -1.683 0.312
C 0.399 -0.367 0.690
O 0.245 -0.045 1.865
C 1.049 0.508 -0.378
O 0.197 1.683 -0.685
C -1.062 1.293 -0.516
N -1.274 0.096 -0.139
H 0.895 -2.247 1.131
H 0.240 -2.128 -0.432
H 1.134 -0.023 -1.327
H 2.042 0.756 0.020
H -1.849 2.018 -0.725
H -2.147 -0.123 0.316
```

Arrangement b

Entry from the OMol25 dataset: an isolated molecule of C3H6N2O2 (ωB97M-V with the def2-TZVPD basis set).

Output
Lowest unoccupied orbital energy   0.771 eV
Gap between HOMO and LUMO   8.63 eV
Total charge   0
SMILES   OC1=C[C@@H](O)NN1
E_HOMO   -0.28896 Ha

```
13
C3H6N2O2 | the OMol25 dataset | ωB97M-V with the def2-TZVPD basis set
O 1.399 2.175 0.379
C 0.626 1.063 0.407
C -0.189 0.704 -0.698
C -0.755 -0.644 -0.367
O -0.550 -1.807 -1.216
N -0.155 -1.006 0.898
N 0.591 0.080 1.394
H 1.193 2.627 -0.396
H -0.634 0.993 -1.574
H -1.930 -0.621 -0.367
H 0.092 -2.449 -0.767
H -0.818 -1.439 1.516
H 1.553 -0.094 1.807
```

Arrangement c

Entry from the OMol25 dataset: a cluster of 3 separate species, C3H6N2O2 in total (ωB97M-V with the def2-TZVPD basis set).

Output
Lowest unoccupied orbital energy   0.052 eV
Gap between HOMO and LUMO   10.44 eV
Total charge   0
SMILES   N=C=NC=O.[H][H].C=O
E_HOMO   -0.38170 Ha

```
13
C3H6N2O2 | the OMol25 dataset | ωB97M-V with the def2-TZVPD basis set
N 1.455 0.599 -1.102
C 1.360 0.480 0.096
N 1.284 0.467 1.331
C 1.871 -0.530 2.127
O 1.482 -0.794 3.231
H 0.727 0.307 -1.758
H 2.738 -1.037 1.666
H -2.053 0.638 1.772
H -1.310 0.646 1.837
C -1.859 -0.266 -1.442
O -1.070 -0.027 -2.326
H -1.541 -0.520 -0.413
H -2.946 -0.237 -1.625
```

Arrangement d

Entry from the OMol25 dataset: a cluster of 2 separate species, C3H6N2O2 in total (ωB97M-V with the def2-TZVPD basis set).

Output
Lowest unoccupied orbital energy   0.247 eV
Gap between HOMO and LUMO   10.43 eV
Total charge   0
SMILES   O=[NH+][O-].[H]/N=C\C=C
E_HOMO   -0.37439 Ha

```
13
C3H6N2O2 | the OMol25 dataset | ωB97M-V with the def2-TZVPD basis set
O -2.180 -2.722 -0.333
N -1.625 -1.731 0.027
O -0.472 -1.475 0.442
H -2.252 -0.722 -0.085
H -1.505 1.296 0.472
N -1.295 0.780 -0.430
C -0.062 0.648 -0.616
C 0.983 1.085 0.281
C 2.146 0.433 0.234
H 0.295 0.220 -1.573
H 0.980 1.978 0.976
H 2.891 0.672 0.916
H 2.096 -0.462 -0.312
```

It is arrangement d that is the least stable of them.

Arrangement a

Entry from the OMol25 dataset: an isolated molecule of CH6P2 (ωB97M-V with the def2-TZVPD basis set).

Output
Lowest unoccupied orbital energy (spin up / spin down)   -0.752 / -0.753 eV
Gap between HOMO and LUMO (spin up / spin down)   6.35 / 6.35 eV
Total charge   0
SMILES   CP=[PH3]
E_HOMO (spin up / spin down)   -0.26092 / -0.26106 Ha

```
9
CH6P2 | the OMol25 dataset | ωB97M-V with the def2-TZVPD basis set
C -1.738 0.012 -0.222
P -0.671 -1.496 0.030
P 1.466 -0.454 -0.161
H -1.999 0.484 0.725
H -2.649 -0.261 -0.750
H -1.186 0.721 -0.831
H 1.520 0.414 0.924
H 2.170 -1.469 0.443
H 2.771 0.209 -0.776
```

Arrangement b

Entry from the OMol25 dataset: a cluster of 2 separate species, CH6P2 in total (ωB97M-V with the def2-TZVPD basis set).

Output
Lowest unoccupied orbital energy   -0.401 eV
Gap between HOMO and LUMO   8.55 eV
Total charge   0
E_HOMO   -0.32907 Ha

```
9
CH6P2 | the OMol25 dataset | ωB97M-V with the def2-TZVPD basis set
C 0.055 0.069 -0.222
P 1.637 -0.452 0.466
P -1.585 -0.305 0.531
H 0.031 -0.131 -1.329
H -0.211 1.890 -0.663
H 2.413 0.691 -0.310
H 1.577 0.192 1.714
H -1.712 -1.790 0.488
H -2.206 -0.164 -0.676
```

It is arrangement b that is the least stable of them.

Arrangement a

Entry from the OMol25 dataset: an isolated molecule of C4H5NO3 (ωB97M-V with the def2-TZVPD basis set).

Output
Lowest unoccupied orbital energy   0.290 eV
Gap between HOMO and LUMO   9.69 eV
Total charge   0
SMILES   O=C1NO[C@@H]2C[C@@]12O
E_HOMO   -0.34558 Ha

```
13
C4H5NO3 | the OMol25 dataset | ωB97M-V with the def2-TZVPD basis set
O 2.165 -1.035 0.120
C 1.317 -0.184 0.298
N 1.101 1.210 0.407
O -0.203 1.585 -0.244
C -0.519 0.292 -0.835
C -1.218 -0.988 -0.333
C -0.131 -0.464 0.398
O -0.777 -0.038 1.557
H 1.837 1.739 -0.157
H 0.248 -0.192 -1.583
H -0.939 -1.600 -1.156
H -2.172 -1.132 0.194
H -0.710 0.807 1.333
```

Arrangement b

Entry from the OMol25 dataset: an isolated molecule of C4H5NO3 (ωB97M-V with the def2-TZVPD basis set).

Output
Lowest unoccupied orbital energy   0.553 eV
Gap between HOMO and LUMO   9.40 eV
Total charge   0
SMILES   N/C(=C\C=O)OC=O
E_HOMO   -0.32519 Ha

```
13
C4H5NO3 | the OMol25 dataset | ωB97M-V with the def2-TZVPD basis set
N 0.778 1.502 -0.170
C -0.048 0.486 -0.037
C 0.322 -0.851 -0.062
C 1.743 -1.055 0.057
O 2.619 -0.215 0.212
O -1.390 0.887 0.125
C -2.424 0.001 0.188
O -2.400 -1.152 -0.132
H 1.736 1.243 -0.209
H 0.463 2.444 -0.244
H -0.237 -1.732 -0.264
H 2.037 -2.220 -0.076
H -3.199 0.663 0.612
```

Arrangement c

Entry from the OMol25 dataset: a structure of composition C4H5NO3 (ωB97M-V with the def2-TZVPD basis set).

Output
Lowest unoccupied orbital energy   0.037 eV
Gap between HOMO and LUMO   7.84 eV
Total charge   0
E_HOMO   -0.28683 Ha

```
13
C4H5NO3 | the OMol25 dataset | ωB97M-V with the def2-TZVPD basis set
C -0.996 0.105 0.481
C -0.317 1.039 1.248
C 1.040 0.317 -0.335
C -0.152 -0.297 -0.565
H -2.418 -1.192 -0.101
H -2.598 -0.736 1.680
H -0.678 1.566 2.033
H 2.718 -0.397 -1.302
H -1.662 -1.139 -1.914
N -2.315 -0.347 0.561
O 0.992 0.877 0.954
O 2.438 0.145 -0.558
O -0.505 -1.355 -1.559
```

Arrangement d

Entry from the OMol25 dataset: an isolated molecule of C4H5NO3 (ωB97M-V with the def2-TZVPD basis set).

Output
Lowest unoccupied orbital energy   -0.121 eV
Gap between HOMO and LUMO   7.51 eV
Total charge   0
SMILES   Oc1ccc(O)n1O
E_HOMO   -0.28037 Ha

```
13
C4H5NO3 | the OMol25 dataset | ωB97M-V with the def2-TZVPD basis set
O 2.441 -0.064 -0.184
C 1.136 0.366 -0.295
C 0.527 1.588 -0.058
C -0.966 1.398 0.061
C -1.151 0.035 -0.335
O -2.294 -0.550 -0.119
N 0.144 -0.610 -0.691
O 0.406 -1.800 0.300
H 2.184 -0.776 0.699
H 0.867 2.595 0.516
H -1.898 1.977 0.283
H -1.887 -1.489 0.117
H 0.491 -2.672 -0.293
```

It is arrangement a that is the least stable of them.

Arrangement a

Entry from the OMol25 dataset: an isolated molecule of C2H3NS2 (ωB97M-V with the def2-TZVPD basis set).

Output
Lowest unoccupied orbital energy   0.571 eV
Gap between HOMO and LUMO   8.76 eV
Total charge   0
SMILES   C1=NSCS1
E_HOMO   -0.30109 Ha

```
8
C2H3NS2 | the OMol25 dataset | ωB97M-V with the def2-TZVPD basis set
C 0.377 -1.255 0.718
N 1.227 -0.319 1.186
S 1.029 1.143 0.257
C -0.594 0.802 -0.578
S -0.955 -0.877 -0.441
H 0.627 -2.264 1.042
H -1.465 1.736 -0.386
H -0.246 1.035 -1.799
```

Arrangement b

Entry from the OMol25 dataset: an isolated molecule of C2H3NS2 (ωB97M-V with the def2-TZVPD basis set).

Output
Lowest unoccupied orbital energy   -0.071 eV
Gap between HOMO and LUMO   8.82 eV
Total charge   0
SMILES   C=NSC=S
E_HOMO   -0.32660 Ha

```
8
C2H3NS2 | the OMol25 dataset | ωB97M-V with the def2-TZVPD basis set
C 1.842 -0.074 -0.138
N 0.617 0.207 -0.102
S -0.620 -0.941 -0.021
C -1.913 0.183 0.056
S -3.382 -0.206 -0.117
H 2.323 -1.100 0.104
H 2.544 0.766 -0.159
H -1.410 1.164 0.377
```

Arrangement c

Entry from the OMol25 dataset: a structure of composition C2H3NS2 (ωB97M-V with the def2-TZVPD basis set).

Output
Lowest unoccupied orbital energy (spin up / spin down)   -1.202 / -0.987 eV
Gap between HOMO and LUMO (spin up / spin down)   7.29 / 7.49 eV
Total charge   0
E_HOMO (spin up / spin down)   -0.31216 / -0.31163 Ha

```
8
C2H3NS2 | the OMol25 dataset | ωB97M-V with the def2-TZVPD basis set
C -0.491 1.002 -0.365
C -0.542 -0.471 0.095
N -1.482 1.727 -0.545
S -2.163 -1.081 -0.405
S -3.191 0.386 0.364
H 0.582 1.526 -0.538
H 0.366 -0.897 -0.260
H -0.290 -0.610 1.236
```

It is arrangement c that is the least stable of them.